No. 1
Here is the molecule C14H20N2O4S at a distorted geometry from the Open Molecules 2025 dataset. Energies are from ωB97M-V with the def2-TZVPD basis set.

XYZ file:
```
41
Properties=species:S:1:pos:R:3:nbo_charge:R:1
H 1.7643 1.3178 -2.8267 0.249
C -2.4794 0.2231 0.2151 -0.285
C -3.6250 -1.3328 -1.1859 -0.205
H -4.0303 -1.6004 -2.1505 0.216
S -1.5663 1.7497 0.4059 2.324
H 0.4007 -0.5723 0.8970 0.185
H 5.4876 -0.2226 -0.1146 0.168
H 2.0545 2.1703 -1.3004 0.229
H 2.5896 0.3362 1.9618 0.221
C -2.5962 -0.6356 1.2912 -0.213
H -4.9919 -3.8117 0.5833 0.222
C 2.6309 0.0890 -1.3549 0.686
H -2.2069 -0.3292 2.2492 0.239
H 0.2680 0.8305 2.0007 0.245
C -2.9891 -0.1141 -1.0234 -0.210
H -5.0704 -3.5400 -1.1648 0.220
O -1.9850 2.6834 -0.5949 -0.935
H 3.1990 -1.7576 1.2288 0.195
C 1.7116 1.2336 -1.7405 -0.509
H -3.6601 -4.3188 -0.4495 0.227
N 2.7985 -0.1375 -0.0287 -0.450
H 5.0319 -0.0899 1.6005 0.171
H -0.0143 -0.0599 -1.5453 0.187
N 0.0147 1.3210 0.0494 -0.667
H -2.8994 0.5893 -1.8357 0.240
O -1.5852 2.1448 1.7829 -0.938
H 3.7093 -1.9280 -0.4702 0.234
C 0.6529 0.4914 1.0381 -0.251
C -4.4141 -3.5459 -0.2987 -0.631
C 5.0639 -0.7649 0.7414 -0.065
C 0.2564 0.9870 -1.3327 -0.233
H 5.9956 -2.4293 0.3790 0.467
C -3.7498 -2.2167 -0.1188 0.008
H 2.4076 1.7198 0.8734 0.213
H -0.3959 1.6458 -1.9077 0.244
C -3.2330 -1.8518 1.1216 -0.206
C 2.1770 0.6588 1.0055 -0.223
C 3.6465 -1.2383 0.3770 -0.245
H -3.3339 -2.5263 1.9592 0.216
O 3.1748 -0.6017 -2.1959 -0.629
O 5.8897 -1.8318 1.1281 -0.711
```

Results
Largest force on an atom   0.021 Eh/bohr
DFT total energy   -1354.13828 a.u.
HOMO level   -9.38 eV
Structure (SMILES)   Cc1ccc(S(=O)(=O)N2CCC(=O)N(CCO)CC2)cc1
LUMO   0.0202 hartree
Gap between HOMO and LUMO   0.3650 Ha
Relative energy (zero: lowest compared OMol25 entry of this formula, charge and spin)   19.5 kcal per mole

No. 2
Here is a cluster of 3 separate species, C14H20N2O6 in total from the Open Molecules 2025 dataset. Energies are from ωB97M-V with the def2-TZVPD basis set.

XYZ file:
```
42
Properties=species:S:1:pos:R:3:nbo_charge:R:1
H -3.9121 -0.6382 -0.8264 0.217
H -6.0628 -1.4307 -1.2803 0.393
C 1.9085 0.7638 1.0785 0.303
O -7.9657 1.0013 -0.3496 -0.824
H 4.8475 -3.5302 -2.6763 0.208
H -0.5046 0.4664 -2.5524 0.215
O -6.4529 1.5975 -1.9157 -0.863
H 5.4378 -2.3364 -1.5249 0.211
H 3.1263 2.3864 1.5282 0.237
H 3.4289 -4.5761 -0.9388 0.211
H -0.0473 2.6396 1.1291 0.245
C 4.5869 -2.9707 -1.7774 -0.616
H -0.7612 0.3627 -0.7739 0.234
C 1.3534 2.4499 2.7865 -0.378
H 2.9485 -2.5643 0.4494 0.273
C -2.0293 1.7105 -1.8415 0.818
H -0.2825 3.8138 2.4081 0.225
C 0.4768 3.2716 1.8469 -0.617
O -2.5971 2.1214 -0.6876 -0.581
H 5.1071 -4.5594 -0.4213 0.196
O -2.0978 2.3554 -2.8522 -0.593
C -3.4059 1.1506 0.0477 0.834
N 1.4679 0.0508 0.2962 -0.350
H 3.5723 -3.8948 1.4290 0.246
H 1.0729 3.9998 1.2915 0.189
C -6.7927 0.9853 -0.8439 0.689
H 1.8142 3.1048 3.5300 0.194
C 3.8267 -3.1848 0.6418 -0.525
H -1.9047 -0.4020 -1.8513 0.249
C 2.4701 1.6914 2.0547 -0.511
O -6.0906 -1.2718 -0.3178 -0.786
H 0.7297 1.7378 3.3292 0.216
C 4.2469 -3.9212 -0.6355 -0.376
C -5.7457 0.1469 -0.1099 -0.231
H 3.0800 1.1227 2.7576 0.243
N 5.7567 -1.6640 1.5211 -0.365
O -3.1800 1.1076 1.2097 -0.568
C 4.9011 -2.3239 1.1342 0.308
C -4.3705 0.3548 -0.7556 -0.670
H 3.7400 -2.3256 -2.0146 0.221
C -1.2285 0.4414 -1.7479 -0.754
H -4.4683 0.7598 -1.7744 0.233
```

Results
Largest force on an atom   0.014 Eh/bohr
DFT total energy   -1106.30435 a.u.
HOMO level   2.00 eV
Charge   -2
LUMO   0.1299 hartree
Gap between HOMO and LUMO   0.0563 Ha

No. 3
Here is the molecule C14H20N2S from the Open Molecules 2025 dataset. Energies are from ωB97M-V with the def2-TZVPD basis set.

XYZ file:
```
37
Properties=species:S:1:pos:R:3:nbo_charge:R:1
H -2.1467 3.9840 1.7762 0.214
H 2.2366 -4.1272 3.3015 0.210
C 1.9336 -4.5355 -0.1451 -0.381
H 2.0916 -5.6391 2.4035 0.200
H 2.1138 -5.6124 -0.1034 0.198
C -0.4139 -2.0577 0.3423 -0.201
H 0.9313 -2.7860 -2.6527 0.209
H 3.4918 -3.9505 1.2029 0.201
C 2.4011 -3.8968 1.1625 -0.402
C 0.2646 -0.8606 -2.0375 -0.241
C -0.6519 -0.7063 0.1681 -0.217
H -0.7254 5.4583 -1.3555 0.201
N -0.5174 1.2605 -1.3156 -0.596
H -0.4375 1.4916 -2.2985 0.409
H -0.6318 4.0283 2.7062 0.231
N -0.9606 3.4466 -1.2155 -0.528
H -2.2248 4.9436 -0.5739 0.187
C 1.8327 -4.5820 2.3998 -0.607
H 2.1212 -2.8413 1.1669 0.206
H -1.1219 -0.1511 0.9615 0.220
C -0.5022 4.9296 0.7332 -0.430
H 0.5245 -0.3953 -2.9786 0.206
S -0.6434 2.2079 1.2076 0.182
H 0.5800 4.8028 0.6491 0.211
C -0.3021 -0.0817 -1.0246 0.142
C -0.7481 2.3810 -0.5735 0.321
C -1.1469 4.7439 -0.6403 -0.225
H -0.6967 -2.5174 1.2783 0.207
H -0.7076 5.9373 1.0988 0.216
C 0.4926 -2.2071 -1.8524 -0.187
H -0.1631 -4.6810 0.3618 0.206
C 0.4490 -4.2908 -0.4518 -0.420
H 0.1907 -4.8407 -1.3602 0.213
H 0.7501 -4.4942 2.4350 0.196
C 0.1618 -2.8315 -0.6547 -0.043
C -1.0599 3.9154 1.7103 -0.509
H 2.5279 -4.1287 -0.9667 0.201
```

Results
Largest force on an atom   0.018 Eh/bohr
DFT total energy   -1053.17386 a.u.
HOMO level   -7.73 eV
Structure (SMILES)   CCCCc1ccc(NC2=NCCCS2)cc1
LUMO   0.0258 hartree
Gap between HOMO and LUMO   0.3098 Ha
Relative energy (zero: lowest compared OMol25 entry of this formula, charge and spin)   15.2 kcal per mole

No. 4
Here is a cluster of 2 separate species, C14H20N3O in total at a distorted geometry from the Open Molecules 2025 dataset. Energies are from ωB97M-V with the def2-TZVPD basis set.

XYZ file:
```
38
Properties=species:S:1:pos:R:3:nbo_charge:R:1
C 0.7923 0.7709 -1.8431 0.461
N 0.7763 -0.2851 1.0214 -0.600
C -3.3664 1.4367 -1.9691 0.135
C -1.1103 2.2747 -1.9341 -0.082
H -0.0823 1.1260 2.2700 0.205
O 1.6543 1.8111 -1.9350 -0.418
H -0.4104 3.0926 -1.9310 0.236
H 2.6529 -4.1378 1.6754 0.203
H 0.9603 -4.4039 2.0979 0.212
H 3.1906 0.8425 -0.9632 0.208
H -5.3099 1.2464 -1.1122 0.249
C 1.3598 -0.1863 3.3315 -0.225
C -0.5957 0.9629 -1.8850 -0.159
H -5.0585 2.7492 -2.0051 0.233
C -2.4630 2.5011 -1.9707 -0.239
H -5.2870 1.2303 -2.8785 0.250
C 1.7227 -3.6318 1.9512 -0.223
C -4.8346 1.6806 -1.9935 -0.657
H 0.5281 -0.4759 3.9846 0.186
H -2.8367 3.5104 -1.9980 0.236
C -2.8668 0.1331 -1.9319 -0.243
H 2.8527 -2.9333 3.7313 0.214
H -1.1430 -1.1212 -1.8595 0.224
C 0.8785 0.6176 2.0983 -0.236
C 1.4192 -1.3754 1.3407 0.589
H 2.1331 0.3128 3.9279 0.213
C -1.5154 -0.1112 -1.8832 -0.077
H 0.5629 -2.9875 0.3021 0.405
N 1.9020 -1.3768 2.6739 -0.434
H 1.1822 -0.2288 -1.7156 0.217
H 1.0964 -2.8671 3.9191 0.191
H 3.2764 0.8349 -2.7524 0.203
N 1.3589 -2.6984 0.8703 -0.624
C 3.0056 1.4172 -1.8707 -0.272
H -3.5649 -0.6869 -1.9457 0.235
C 1.9139 -2.7522 3.2029 -0.220
H 3.6137 2.3196 -1.8443 0.227
H 1.6119 1.3891 1.8238 0.181
```

Results
Largest force on an atom   0.080 Eh/bohr
DFT total energy   -784.69550 a.u.
HOMO level   -11.00 eV
Charge   +1
LUMO   -0.1820 hartree
Gap between HOMO and LUMO   0.2223 Ha
Relative energy (zero: lowest compared OMol25 entry of this formula, charge and spin)   32.4 kcal per mole